91
Properties=species:S:1:pos:R:3:forces:R:3 method="wB97M-V/def2-TZVPD" orbital_gap_ev=7.36 lumo_ev=-1.7209 smiles="COCCCCCCCC1=C(N(C(=O)F)C(=O)F)C(=O)c2ccc([PH2]=N)c(CCC(N)=O)c2C1=O.O=[N+]([O-])c1ccccc1.O=[N+]([O-])c1ccccc1" total_charge=0 total_energy_ev=-79553.4869 homo_energy_ev=-9.08 molar_mass_g_mol=757.684 de_lowest_kcal_mol=0.0
C -4.300702 3.533596 1.518166 -0.3 -0.3 0.6
O -3.722360 4.034918 0.331590 -0.6 -0.3 -0.1
C -3.686857 3.020147 -0.662111 1.1 0.2 -0.5
C -3.068729 3.574226 -1.960754 -0.6 0.2 0.4
C -2.804687 2.461812 -3.010451 0.2 0.7 -0.1
C -1.325383 2.381862 -3.493151 -0.3 -0.6 0.3
C -0.685583 0.957609 -3.298161 0.1 1.8 0.3
C 0.397473 1.096733 -2.208732 0.3 -0.9 -0.6
C 1.175437 -0.235736 -1.931127 0.0 0.2 0.6
C 1.290971 -0.453576 -0.425229 -0.6 -0.9 -1.3
C 1.871295 0.386862 0.414967 -0.6 0.1 0.8
N 2.462297 1.618937 -0.044503 0.6 -0.1 0.7
C 2.460023 2.649627 0.937797 1.1 0.5 0.6
O 3.428015 3.065102 1.495820 -1.0 0.0 -0.8
F 1.231639 3.094174 1.210798 0.3 -0.5 -0.3
C 3.736436 1.445631 -0.636287 1.3 -0.5 -0.2
O 4.397033 0.458700 -0.636397 -0.8 0.5 -0.1
F 4.162083 2.549051 -1.270294 -0.7 -0.2 0.5
C 1.867076 0.024124 1.890128 -0.4 -0.5 -0.3
O 2.789679 0.239609 2.636432 -0.3 0.1 -0.4
C 0.599393 -0.682855 2.347248 0.8 0.4 -0.7
C 0.094611 -0.418924 3.596923 -0.3 -0.2 0.4
C -1.088522 -1.059530 3.950064 0.2 0.5 0.5
C -1.730220 -1.920556 3.083590 -1.2 -0.3 -0.4
P -3.317608 -2.648357 3.683834 0.2 -0.8 0.4
N -3.120894 -3.851013 4.675189 -0.2 0.6 0.0
C -1.212165 -2.210030 1.810775 -0.1 -0.3 0.0
C -1.872867 -3.162055 0.833283 -0.3 0.0 -0.1
C -2.651809 -2.416703 -0.290682 0.5 -1.1 -0.4
C -3.299995 -3.497700 -1.182682 -0.6 0.0 -0.1
N -2.464692 -4.417165 -1.859870 0.3 1.1 0.7
O -4.500654 -3.585353 -1.274228 0.1 -0.1 0.3
C -0.033578 -1.565843 1.463397 0.7 0.2 -0.6
C 0.640353 -1.729539 0.107619 0.1 0.6 0.9
O 0.658247 -2.755608 -0.524243 0.0 0.2 -0.2
H -3.540490 3.187604 2.242577 -0.1 0.1 -0.3
H -4.919235 4.293664 2.016015 0.3 0.0 -0.3
H -4.964722 2.673212 1.323197 0.2 0.3 -0.1
H -4.695868 2.625196 -0.869615 0.2 0.0 0.2
H -3.013070 2.218552 -0.298294 -0.4 -0.1 -0.1
H -2.168529 4.144239 -1.684157 -0.1 -0.3 -0.2
H -3.779881 4.315454 -2.355821 0.2 -0.1 0.0
H -3.135420 1.494457 -2.604475 0.1 0.2 -0.1
H -3.432533 2.685581 -3.883319 0.0 -0.3 0.2
H -0.732821 3.118910 -2.930551 -0.1 -0.2 -0.2
H -1.252797 2.672228 -4.551043 -0.1 -0.1 0.3
H -0.263067 0.683886 -4.264828 0.0 -0.3 0.4
H -1.449053 0.237039 -2.981563 0.2 0.1 -0.3
H 1.138423 1.832779 -2.551197 -0.4 0.1 0.3
H -0.082905 1.423963 -1.274161 0.2 0.2 -0.3
H 0.663852 -1.094953 -2.383602 0.2 0.2 0.2
H 2.190592 -0.202142 -2.352547 -0.3 0.0 0.0
H 0.567096 0.277648 4.287084 0.1 -0.2 -0.2
H -1.509314 -0.840988 4.933028 0.0 -0.2 -0.2
H -4.008154 -3.036139 2.504824 0.2 0.6 0.1
H -4.086082 -1.571312 4.208032 0.3 0.0 -0.4
H -3.573371 -3.639344 5.560001 0.1 -0.3 0.0
H -2.580416 -3.836598 1.334722 0.3 0.2 0.0
H -1.117509 -3.808420 0.374462 -0.1 0.3 0.2
H -3.445460 -1.800766 0.140407 0.2 0.1 -0.3
H -1.944713 -1.855664 -0.923245 -0.3 0.2 0.3
H -1.496808 -4.114527 -1.814145 0.0 -0.4 0.1
H -2.582981 -5.359332 -1.508583 -0.1 0.0 -0.4
O 3.814429 2.070592 9.483756 0.0 0.0 0.0
N 3.533705 1.457074 8.473869 0.0 0.0 0.1
O 3.142313 0.307074 8.452855 0.0 0.0 0.0
C 3.680294 2.152325 7.188436 0.0 0.2 -0.3
C 4.157300 3.451608 7.171507 0.1 0.2 0.1
C 4.315701 4.096812 5.954785 -0.1 -0.1 -0.1
C 3.993424 3.442274 4.772576 0.0 0.1 0.1
C 3.506293 2.141065 4.803909 0.0 0.2 -0.1
C 3.348877 1.490694 6.017885 -0.1 -0.2 -0.1
H 4.409136 3.964781 8.088524 0.0 -0.2 0.1
H 4.693569 5.110367 5.927658 0.0 0.0 0.0
H 4.122701 3.945815 3.823070 0.0 0.0 0.0
H 3.251240 1.628757 3.882558 0.2 0.2 0.4
H 2.972912 0.476947 6.037892 0.1 0.0 0.2
O -1.327803 -1.377318 -6.504166 0.0 0.0 0.0
N -0.486958 -1.740135 -5.709139 -0.1 -0.1 0.0
O -0.496347 -1.461394 -4.524111 0.0 -0.6 -0.2
C 0.620502 -2.563788 -6.208718 0.3 -0.2 -0.1
C 0.683108 -2.867872 -7.557679 -0.1 0.0 -0.3
C 1.742340 -3.626429 -8.029814 0.1 0.0 0.1
C 2.721583 -4.075087 -7.153367 0.0 0.0 0.0
C 2.641353 -3.771080 -5.800776 0.0 0.0 -0.1
C 1.586288 -3.010789 -5.322651 0.1 0.0 0.3
H -0.076658 -2.520905 -8.243331 -0.1 0.1 0.1
H 1.806512 -3.865956 -9.082729 0.0 0.0 0.0
H 3.550860 -4.663048 -7.525896 0.0 0.0 0.0
H 3.403891 -4.124256 -5.119562 0.0 0.0 0.0
H 1.529914 -2.774529 -4.269261 -0.1 0.1 0.0